The following is a DFT calculation (ωB97M-V with the def2-TZVPD basis set) of a structure of composition C26H53AsNO4PbSi2.

Geometry (Å):
C1 1.22797 3.00444 -2.85105
C2 0.97457 3.73639 2.64101
C3 3.10730 -1.53994 2.58809
C4 2.44445 0.92310 0.51319
H1 -3.47622 -3.41837 -1.87774
H2 0.82339 -1.30218 4.98963
H3 2.31280 1.96564 4.43938
C5 -3.39968 -1.97085 -0.30239
H4 3.95102 -1.56830 3.28053
H5 -4.29159 -2.32212 0.22437
H6 -0.60645 4.03053 -2.31023
Si1 1.95029 -0.16843 3.11640
H7 -1.76008 -3.96610 1.33761
O1 1.18168 -2.47559 -1.18245
C6 4.60826 1.64557 -0.20368
O2 -2.50951 -1.32674 0.61166
H8 2.20267 -4.20554 -0.64354
H9 2.62532 -2.51657 2.63417
C7 0.64233 -3.81586 0.79547
H10 -1.13274 -3.41095 2.88576
C8 -1.35723 -3.09897 1.86117
H11 0.65081 -2.28696 -3.12471
C9 1.30154 0.72890 1.46398
H12 -2.58835 -3.99148 -0.47118
C10 -0.75328 -3.64674 -2.22028
C11 0.64078 -3.08096 -2.37725
H13 0.82521 5.01069 -2.22439
C12 4.44388 0.91307 -1.37446
C13 -3.68550 2.94403 -1.53891
As1 -1.67798 1.14817 -2.09093
C14 2.87598 1.07364 4.16859
H14 -2.00534 -1.15637 2.54629
H15 3.52899 -1.39001 1.59403
H16 0.18369 4.61396 0.05565
H17 3.72755 2.20965 1.66985
H18 3.06749 -0.34936 -2.44941
H19 -3.30688 -2.30534 2.26914
C15 -2.34795 -1.94846 1.88198
Si2 0.31329 2.14867 1.98134
H20 -0.03777 2.87456 -0.22668
H21 3.12720 0.57705 5.11001
H22 -2.02710 2.87147 1.98031
C16 -1.51353 1.92572 2.16169
C17 -3.45035 1.43552 -1.35332
H23 2.02758 3.91172 2.43437
H24 -0.11306 -1.46457 3.51507
H25 -0.15593 0.03553 4.45780
H26 2.28945 3.03802 -2.60016
O3 -0.14676 -2.68704 1.20409
H27 -4.65109 3.19566 -1.09953
H28 -1.12770 -3.93761 -3.20797
C18 -2.04230 0.33882 -3.81220
H29 5.52218 2.19853 -0.03156
C19 0.48497 -0.77275 4.09776
H30 1.11981 -4.28047 1.66365
N1 2.29263 0.24402 -0.63237
H31 -2.26040 1.25193 -4.39467
H32 1.13579 3.21520 -3.91491
Pb1 0.04555 -0.54862 -0.21529
H33 -1.93120 1.14739 1.52192
H34 0.88977 1.97631 -2.68168
H35 -3.72452 3.23408 -2.58963
H36 -4.19894 0.84527 -1.87643
C20 1.71102 -3.35009 -0.17515
C21 0.55894 3.76655 -0.51541
H37 -3.46254 1.15624 -0.29950
H38 -0.01882 -4.55871 0.34554
C22 -2.78004 -3.11007 -1.08912
C23 3.26080 0.22861 -1.55463
H39 -3.72037 -1.18947 -0.99065
C24 -3.15053 -0.69667 -3.95513
H40 -4.11850 -0.32766 -3.62056
H41 5.21601 0.87762 -2.12892
C25 3.60276 1.65621 0.75120
O4 -1.56083 -2.63554 -1.64227
H42 -1.08405 -0.02691 -4.18570
H43 0.37826 4.56620 2.25678
H44 -2.92482 3.55015 -1.04342
H45 2.47257 -2.76446 0.33795
H46 -0.76442 -4.54279 -1.59306
H47 1.32866 -3.86218 -2.70766
H48 0.83116 3.72982 3.72817
H49 -3.25975 -0.96364 -5.00578
C26 0.44820 4.00768 -2.01665
H50 -2.90491 -1.60378 -3.40723
H51 3.82271 1.38883 3.72878
H52 -1.74689 1.65016 3.19530
H53 1.59864 3.59389 -0.22983

Frontier orbital gap (alpha / beta) in eV: 6.02 / 6.02
Calculated total energy in eV: -119317.309
Total charge: +3

=====

The following is a DFT calculation (ωB97M-V with the def2-TZVPD basis set) of a structure of composition C26H53CsGeN2OPS in a non-equilibrium geometry.

Geometry (Å):
S1 2.61483 0.92311 1.68119
C1 -5.14255 0.56884 2.24686
C2 -4.27346 0.93903 3.27265
H1 -0.08766 -1.84447 -5.45880
C3 -2.87831 0.19729 5.25541
C4 1.47095 -2.62050 2.59576
H2 -4.93385 0.78452 5.28570
C5 -4.19102 2.90462 -0.60356
H3 4.35640 -0.88648 0.11136
H4 -4.46546 2.21110 -1.39693
H5 -1.03560 -0.41260 -5.90491
H6 3.92979 -2.34018 -0.78359
H7 6.21313 -2.41171 -1.93319
C6 -0.01843 0.67411 -3.22355
O1 -1.25462 -3.02188 2.66504
H8 -2.15278 -0.26313 4.58136
C7 2.48063 -0.79373 -0.92549
H9 0.20325 -3.97231 5.07707
H10 2.57237 4.94415 -2.47396
H11 1.28792 -5.12315 4.26685
C8 -4.79942 -1.20542 4.52601
H12 2.40862 -3.15667 2.74335
H13 -4.72661 -1.68992 5.50114
H14 6.82273 -0.97159 -2.74643
C9 3.92647 -1.24432 -0.82747
H15 -4.87949 3.75271 -0.64290
Ge1 -1.30511 -0.94991 -3.34693
C10 -3.39835 1.99012 3.00557
H16 -5.84451 -1.24515 4.22189
N1 2.32427 0.65570 -0.98014
C11 2.22390 1.43072 0.11059
H17 -2.90247 -0.39038 6.17463
C12 1.61265 3.45363 -1.28589
H18 -3.19143 3.27811 -0.82682
H19 -0.58251 -3.08426 -2.39776
H20 -5.77098 0.84902 0.21669
H21 -0.54263 -5.64750 1.39291
C13 -1.32546 -2.32163 -2.08641
H22 -3.85339 -0.49484 -3.43833
H23 0.98532 0.37173 -3.54078
C14 -2.98727 0.15631 -3.31325
N2 1.76046 2.70090 -0.05507
H24 -3.08125 0.66793 -2.35131
H25 -2.51667 1.19078 5.51484
H26 0.75037 4.11404 -1.14716
H27 4.31760 -1.09278 -2.93736
H28 3.77352 3.58944 -4.17181
H29 -0.02783 0.95778 -2.16714
H30 6.68765 -1.00342 -0.98936
H31 1.99222 -1.18067 -1.82403
H32 4.24572 2.69206 -1.27383
H33 3.07917 4.93857 -0.79685
C15 3.93116 2.82767 -3.40504
H34 -0.33717 1.52745 -3.82636
H35 4.82569 2.26603 -3.67485
C16 6.20517 -1.31907 -1.91645
H36 4.80342 0.30934 -2.01567
H37 -4.21380 -1.79456 3.81682
C17 0.24155 -4.89229 1.33719
C18 -4.23274 2.24048 0.74154
H38 4.94690 4.11283 -2.01340
H39 -2.66336 3.42023 1.59022
C19 -1.03729 -1.32718 -5.30790
H40 1.79866 0.95567 -1.79520
H41 -2.98679 0.91312 -4.10014
C20 -5.11982 1.20221 1.00816
C21 -4.26723 0.22290 4.61622
H42 1.38296 -1.83322 3.34449
C22 0.30421 -4.65608 4.23488
H43 1.32383 2.78706 -2.10177
H44 -0.46226 -5.42626 4.31830
H45 -1.83815 -1.97985 -5.66132
H46 1.88504 -1.17025 -0.09405
H47 1.83851 3.23799 0.79308
P1 0.05985 -3.73172 2.70045
H48 0.12021 -4.34023 0.39943
C23 4.78353 -0.78222 -1.99706
C24 -3.37965 2.62646 1.76894
C25 4.06656 3.46321 -2.02952
H49 -5.82235 -0.26123 2.38520
H50 3.09066 2.13483 -3.45561
H51 1.49605 -2.14033 1.61927
Cs1 -1.98070 -1.37438 0.65468
H52 -2.69306 2.30820 3.76067
H53 1.21665 -5.37893 1.34971
C26 2.84294 4.28442 -1.64082

Frontier orbital gap in eV: 2.48
Calculated total energy in eV: -110036.741
Total charge: -1

=====

The following is a DFT calculation (ωB97M-V with the def2-TZVPD basis set) of a cluster of 2 separate species, C26H53FN3O11P3S in total in a non-equilibrium geometry.

Geometry (Å):
C1 -2.15963 -0.37676 -1.30842
H1 -6.03591 2.55982 1.63989
N1 -4.82265 -0.12542 2.51516
C2 -0.25270 -0.56167 -3.06486
H2 3.36644 1.85300 1.90566
H3 0.22854 1.25442 -2.05916
H4 1.83815 0.33356 -4.23037
O1 -1.28913 -1.13583 5.86932
H5 6.91062 -1.33406 0.46132
H6 4.50241 -1.62121 0.44884
H7 3.24197 2.47599 -1.75150
H8 -6.66758 0.50075 -0.97400
C3 -1.31578 -0.33112 2.05055
C4 3.67507 1.50206 -1.52099
C5 3.96241 1.87475 0.99048
P1 -0.64564 -2.20391 2.05929
O2 -3.34168 0.28929 5.46055
C6 5.09367 -2.36139 0.98917
O3 1.87369 0.20789 4.25732
H9 4.51624 -2.62145 1.87568
H10 -1.14426 0.51991 -8.70486
H11 -5.69112 0.39547 2.47894
P2 -4.67533 1.18758 0.04652
C7 5.31520 1.21371 1.30392
O4 -3.04867 -1.88650 4.22262
H12 6.39240 -1.30993 3.43264
O5 -0.14557 0.72821 3.95830
H13 -0.83858 0.04378 -3.74870
H14 -2.18042 -2.10531 -0.05244
H15 4.75827 1.63169 -1.49942
H16 -2.41365 -1.82088 -8.46051
H17 -6.52533 -0.42912 0.50506
H18 -6.55748 2.63644 -0.07743
C8 -2.71079 -0.55836 1.36793
O6 -0.53823 -2.68441 3.60751
O7 -0.95115 -0.82232 -5.93679
H19 4.09711 2.92282 0.72565
H20 -2.68361 -2.41021 -6.80804
H21 7.33733 -0.17708 2.47329
H22 -3.71114 -1.39474 -0.26191
H23 -5.02764 -1.05306 2.16254
C9 -3.82732 0.50766 1.63684
H24 0.35905 -2.76966 3.94539
P3 -2.34652 -0.72053 4.74430
H25 4.05359 0.44248 -3.34729
C10 -2.67001 -1.13708 -0.06183
O8 -2.94409 3.02571 1.67188
C11 -2.65582 -1.52496 -7.43874
C12 1.93671 0.77290 -3.23779
H26 0.30835 -1.30962 -3.62248
H27 1.17151 -0.15858 -1.47635
F1 -0.97102 2.36536 -0.07129
C13 6.44735 -1.76270 1.34889
H28 -0.57493 -1.85674 -1.38295
C14 0.74468 0.34168 -2.34513
N2 0.99417 -2.02348 1.59629
C15 -1.43451 0.72669 -7.67367
H29 4.28608 -0.30723 2.48024
H30 -1.77709 -2.01323 -2.65294
C16 5.23216 0.23552 2.47322
C17 -1.41762 0.29220 3.43325
C18 -0.36272 1.92676 1.01583
S1 -3.32884 1.97900 2.56461
H31 1.66401 -2.17070 2.34211
O9 0.13922 2.69314 1.73784
N3 0.82801 -0.27700 4.08244
H32 -2.36850 1.29066 -7.67617
H33 2.15225 1.47182 -0.03863
H34 -2.87575 1.07474 5.78415
H35 -1.66260 0.55814 -1.10971
H36 1.19426 -2.64222 0.82308
H37 3.22124 0.06974 0.04895
H38 -0.13293 -0.06220 0.23907
C19 3.28044 0.45927 -2.57945
H39 0.69888 0.32975 1.67490
O10 -4.38711 2.29681 3.47148
H40 -0.86883 -0.37583 6.29381
H41 1.89102 1.85214 -3.38939
C20 -1.61214 -0.56699 -6.91588
H42 5.67439 0.69694 0.41260
C21 6.40565 -0.74392 2.50018
H43 -3.08784 -1.41645 1.92866
C22 -1.18072 -1.28721 -2.09655
C23 -0.26854 0.42874 1.19553
O11 -2.03223 1.59793 3.43697
H44 5.28370 0.78985 3.41152
C24 -5.96850 -0.05934 -0.35481
H45 5.18757 -3.21387 0.32142
C25 3.19172 1.14944 -0.10184
H46 7.09719 -2.58022 1.66573
H47 -5.56913 -0.86230 -0.96386
H48 -2.98997 -0.18918 -1.98285
H49 -3.63785 -1.04954 -7.43245
H50 -0.65943 1.32233 -7.19751
C26 -5.71049 2.60551 0.60423
H51 3.23069 -0.51115 -2.08435
H52 -5.11935 3.49554 0.42357
H53 6.03264 1.98701 1.57607

Frontier orbital gap in eV: 7.58
Calculated total energy in eV: -96232.511
SMILES: CCCCCCCCCCCCCCC[C@H]1[C@](CC(=O)F)(P(N)O)[C@](ON=O)(P(=O)(O)O)OS(=O)(=O)[C@@]1(N)P(C)C.CC(C)=O
Total charge: 0

=====

The following is a DFT calculation (ωB97M-V with the def2-TZVPD basis set) of a structure of composition C26H53N2O11P2Tl in a non-equilibrium geometry.

Geometry (Å):
O1 -4.12162 3.29924 1.05640
H1 -0.55654 3.23563 -1.95426
H2 2.41905 1.51920 2.82672
C1 3.39743 -3.04730 4.10315
C2 -4.21546 4.16565 0.04525
H3 -4.89457 -3.70325 0.87449
H4 4.42648 -3.37069 3.67767
H5 0.00320 -4.03006 -4.64074
H6 3.39532 5.01214 2.70067
O2 2.50959 -1.20445 2.70126
C3 1.49703 -4.16494 -2.54231
H7 3.55554 -0.99362 -0.73527
H8 -1.61675 -0.43932 2.76726
H9 5.77570 0.48512 0.54529
C4 -1.35588 -1.78784 4.41065
H10 1.45821 5.12496 -0.74571
H11 4.74862 -1.64069 0.44501
H12 2.19005 -2.90006 0.85931
C5 -5.88960 -2.35552 -0.53676
H13 0.98796 -5.12726 -2.67187
H14 3.02831 -4.00511 4.52145
H15 -1.65009 -2.40666 -4.08146
H16 3.77018 -3.55392 1.42976
H17 1.82398 -4.02065 -1.53627
O3 0.30756 -0.28157 3.60364
H18 -1.26678 1.73168 4.23885
H19 0.77063 1.83888 2.15022
C6 -1.58250 0.76209 4.62934
H20 -6.46663 -1.09456 -2.25197
C7 -3.50368 -2.56170 -0.34183
C8 3.54940 4.16717 2.02845
C9 4.99719 1.34819 -1.24091
O4 -1.27831 1.82735 -3.34662
H21 1.39826 -2.80583 3.25585
O5 0.51804 -1.12364 1.12450
H22 -0.61723 3.76251 -3.75297
H23 -1.09468 0.70583 5.57495
H24 2.40289 -4.47155 1.69577
C10 2.36674 4.15588 1.01872
H25 -2.50163 -1.81875 4.45554
C11 0.33998 -3.03314 -4.27530
H26 5.23386 -1.42716 -1.17761
H27 -0.06283 1.79980 -5.11995
H28 2.30699 6.26009 0.42203
O6 2.52851 3.02231 0.07682
C12 -1.40686 0.13430 -4.95288
H29 -2.63029 0.63224 4.82576
N1 -3.25859 -1.54739 -1.19270
C13 -0.77166 -2.08437 -4.64888
H30 4.50411 4.21762 1.53250
H31 -2.60298 -2.95386 0.16921
H32 -1.90519 2.14930 -5.24399
H33 -7.43209 -3.41588 0.41644
H34 -5.22908 4.69354 2.06238
H35 5.09121 2.39178 -0.92657
H36 -0.85098 -1.88846 5.36815
H37 -0.98535 -2.17353 -5.77127
H38 -1.23111 -0.00875 -6.03262
H39 -1.01156 -2.61054 3.73825
H40 2.39709 -4.30964 -3.16340
O7 -4.11151 4.12451 -1.14930
H41 3.52824 -2.21342 4.79582
C14 2.31662 5.24246 -0.01743
C15 -1.17964 -0.46662 3.75253
C16 -4.30597 -1.06522 -1.83670
C17 2.69764 -3.41908 1.64366
O8 0.70509 -3.01904 -2.89204
H42 -6.11126 3.05645 1.80409
H43 5.96771 1.13193 -1.78832
H44 1.28878 -2.76506 -4.81104
C18 1.72705 1.34408 1.97846
H45 3.16247 5.29063 -0.73673
C19 -1.13724 3.21656 -2.91983
C20 4.56561 -1.00165 -0.42004
O9 3.85413 0.95008 0.81438
C21 -4.75855 -3.01527 0.04278
O10 -0.47458 -0.73732 -4.30188
P1 1.17142 -0.43448 2.27986
C22 -5.20000 3.62920 2.06088
H46 3.43978 3.24297 2.60291
Tl1 -0.59923 -0.13621 -1.17932
C23 -5.63903 -1.40396 -1.56428
C24 4.88808 0.45369 -0.08870
H47 4.22180 1.12519 -1.96269
H48 -7.89607 -2.12532 -0.65775
P2 2.41486 1.45471 0.39797
H49 -2.47348 -0.05322 -4.63028
C25 -1.13639 1.58997 -4.71079
H50 -4.81144 3.18457 2.97677
H51 1.34145 4.03077 1.51209
O11 1.75492 0.84291 -0.77418
N2 -7.17354 -2.70589 -0.26959
H52 -4.08372 -0.40770 -2.69218
H53 -2.08486 3.63246 -2.70271
C26 2.42231 -2.65453 2.97600

Frontier orbital gap (alpha / beta) in eV: 3.43 / 3.43
Calculated total energy in eV: -76593.804
Total charge: 0

=====

The following is a DFT calculation (ωB97M-V with the def2-TZVPD basis set) of a structure of composition C26H54B2F8InO13S5 in a non-equilibrium geometry.

Geometry (Å):
O1 0.54123 2.28189 3.55768
H1 5.65414 -1.56465 -1.00185
H2 -2.36027 4.18788 5.08008
C1 0.10147 4.78617 -1.36868
O2 -0.18124 -4.24730 -1.55342
C2 -1.85129 -6.02417 -2.46926
H3 2.74274 -3.14820 1.36321
H4 -0.54741 5.63859 -1.13066
H5 -4.15858 6.95623 5.22319
H6 -1.71369 -3.06752 -3.04646
O3 0.75981 -6.49051 -1.86804
F1 -0.33993 -1.57507 0.50874
F2 0.77305 -3.04473 1.84197
H7 1.85696 -2.71221 -3.41485
O4 -0.67848 5.87797 2.62950
C3 4.88433 -3.35909 1.05582
C4 -0.99531 -6.22637 -0.02009
F3 3.52443 1.66708 -0.46844
H8 -1.75272 -5.42707 -3.32919
C5 -2.94535 -5.45777 -1.51441
H9 -1.94178 0.72801 1.22195
S1 -0.35609 -5.68592 -1.54097
C6 -1.70613 1.82634 -1.91156
C7 1.94052 3.58876 1.72185
F4 1.51546 1.45367 -1.63310
C8 3.98368 2.23067 2.60250
B1 3.18060 1.64026 -1.75184
O5 -0.43006 3.65525 -0.82942
B2 -0.35936 -2.34982 1.85260
O6 -1.50606 0.92534 -0.76628
H10 -2.48858 -4.84307 0.50245
H11 1.15284 4.96047 -1.02451
C9 -3.15898 6.81746 3.29285
H12 -0.72568 4.85376 4.90706
O7 -2.62795 4.34372 2.28324
H13 2.84660 0.52008 1.81848
C10 -1.78606 5.04238 4.79271
C11 3.36293 3.64469 2.27258
H14 -1.69519 3.86464 -2.45620
C12 -2.07733 6.26223 5.58141
H15 -3.11645 -4.35552 -1.69846
C13 5.36840 -1.93398 1.10109
H16 -1.24109 -4.65783 -5.08033
H17 -5.01967 -1.98623 -0.74666
H18 -5.70076 -1.14178 -2.07123
H19 1.65431 -1.84387 -5.08484
H20 4.97780 -0.26068 -0.15357
H21 -2.92586 1.99531 0.33895
H22 -3.91015 -6.00315 -1.70197
C14 -2.45341 -5.68459 -0.02293
H23 4.93914 -3.93293 1.97037
H24 4.03730 4.23661 1.63126
H25 -0.99962 -3.20025 -6.02800
C15 2.84019 1.21471 2.66439
H26 5.47963 -3.87794 0.34244
H27 2.74899 0.71696 3.63442
H28 0.08047 4.77371 -2.44854
C16 1.25690 -2.53130 -4.32758
H29 -2.56192 3.56367 -0.91257
S2 3.32107 -1.98535 -0.65170
H30 1.30172 4.47799 1.95449
H31 -0.29538 -5.82789 0.71990
F5 -0.48128 -1.28813 2.68460
H32 -2.43935 5.91537 6.61653
H33 -2.30026 -2.20870 -4.57736
H34 4.83930 -1.37956 1.87667
In1 0.49850 0.04197 -0.49082
O8 0.71558 1.34723 1.25083
O9 0.05913 -1.19780 -2.40692
H35 4.55219 2.26227 3.51817
C17 -3.45112 -0.20949 0.08354
F6 -1.54430 -3.06588 1.93160
S3 -0.15656 -1.49612 -3.83402
S4 1.32772 2.10584 2.35918
H36 -2.60161 1.52473 -2.36228
F7 3.38636 2.84477 -2.26359
H37 -2.59438 7.63014 2.83619
C18 -5.32822 -0.97805 -1.06993
O10 3.26609 -2.43656 -2.02080
O11 -4.20811 -0.13636 -1.13222
S5 -1.98615 5.39846 3.04497
H38 -6.05789 -0.54944 -0.39244
H39 1.92922 3.49808 0.65291
H40 1.23138 -4.00660 -5.81286
H41 3.06092 -4.25969 0.12946
H42 0.80950 -4.52557 -4.10913
H43 6.49563 -1.82437 1.33545
H44 -3.09591 -6.43176 0.46819
C19 3.44787 -3.36829 0.58911
H45 -4.17275 6.65972 2.87797
C20 -1.45723 -2.71403 -4.04275
C21 -1.65448 3.32414 -1.50627
H46 4.68219 1.77539 1.89252
C22 -2.46947 1.00271 0.30007
F8 3.50443 0.48398 -2.39306
H47 3.30985 4.25228 3.17941
H48 -0.93773 -7.31893 -0.02319
C23 -3.16526 7.07915 4.82478
O12 -0.30820 -0.36063 -4.67746
H49 -4.14301 -0.15575 0.96667
H50 -1.83937 -7.05180 -2.67386
H51 -2.97971 8.19706 5.04592
O13 2.31114 -1.13082 -0.07563
H52 -1.16310 6.76139 5.58528
C24 -0.86832 -3.65490 -5.04135
C25 4.95772 -1.31309 -0.26841
H53 -0.91720 1.65626 -2.60278
C26 0.65279 -3.79357 -4.90083
H54 -2.93545 -1.19080 0.18835

Frontier orbital gap in eV: 9.52
Calculated total energy in eV: -136901.215
Total charge: +1

=====

- What is the total charge in the fifth record?
  +1